No. 1
50
Properties=species:S:1:pos:R:3 method="wB97M-V/def2-TZVPD" energy_ha=-5479.6199 charge=-1 homo_energy_ev="-3.3 / -3.3" s_squared=0.757 e_above_lowest_ev=2.841 multiplicity=2
Co -1.13924 -2.25173 -0.04392
O 0.77306 -1.60943 -0.02342
C 1.84796 -2.28903 0.00078
C 1.95466 -3.69583 0.00048
C 3.21556 -4.33003 0.03128
C 3.31436 -5.71623 0.04778
C 2.15566 -6.50683 0.04568
C 0.92166 -5.91633 0.01468
C 0.76596 -4.50643 -0.02132
O -0.41604 -4.01203 -0.07182
N 4.57336 -6.34573 0.06638
O 4.62146 -7.58623 0.07868
O 5.58896 -5.63653 0.06788
H 2.78776 -1.72113 0.02998
H 4.11156 -3.73173 0.04218
H 2.26646 -7.58153 0.06668
H 0.01886 -6.50593 0.00898
O -2.33374 -0.78763 -0.04052
N -3.65934 -0.79513 -0.03832
C -4.32404 0.38567 -0.03702
C -5.69064 0.41807 -0.03002
C -6.41394 -0.78093 -0.02512
C -5.72154 -1.97433 -0.02752
C -4.32564 -1.99483 -0.03542
S -3.42764 -3.43403 -0.04292
H -3.69344 1.26277 -0.03732
H -6.19604 1.37137 -0.02722
H -7.49274 -0.77293 -0.01862
H -6.22104 -2.92563 -0.02272
C 2.05856 7.03457 -0.20432
C 1.55576 5.62437 -0.09962
C 2.40156 4.58517 0.26408
C 1.93746 3.28747 0.39248
C 2.85916 2.16657 0.75068
C 0.58076 3.00937 0.15388
Se -0.07294 1.22277 0.38398
C -0.27104 4.04197 -0.25892
C -1.70974 3.78617 -0.57942
C 0.22766 5.32907 -0.37102
H 3.12486 7.07897 0.00688
H 1.53836 7.67907 0.50558
H 1.88306 7.43287 -1.20422
H 3.44876 4.80017 0.44638
H 3.88126 2.51067 0.90278
H 2.84696 1.42397 -0.04882
H 2.50626 1.67097 1.65578
H -1.86564 2.72337 -0.74962
H -2.00744 4.33597 -1.47132
H -2.34664 4.10247 0.24768
H -0.43924 6.12427 -0.68092


No. 2
50
Properties=species:S:1:pos:R:3 method="wB97M-V/def2-TZVPD" energy_ha=-1874.6690 homo_energy_ev=-7.7 e_above_lowest_ev=0.000
C -2.29977 -3.35584 2.48075
O -2.04960 -2.06937 1.88383
C -3.08357 -1.19302 1.77610
C -2.68736 0.14192 1.72457
N -1.30009 0.41243 1.66665
C -0.40158 -0.25543 0.81687
N 0.79206 -0.04362 1.43746
C 2.03059 -0.66227 1.07775
C 0.68942 0.83279 2.51035
C -0.61245 1.16134 2.62527
C -3.59665 1.14867 2.09049
O -3.08622 2.40276 2.16994
C -4.00472 3.51125 2.20862
C -4.94439 0.81805 2.31824
C -5.34970 -0.50611 2.20732
C -4.44118 -1.53327 1.93642
H -1.31471 -3.78429 2.66350
H -2.85387 -3.28373 3.43003
H -2.86229 -4.00484 1.79370
H 1.81222 -1.42074 0.32258
H 2.73474 0.07209 0.66977
H 2.48659 -1.12676 1.96479
H 1.54179 1.16081 3.06740
H -1.10882 1.76996 3.35071
H -3.37981 4.40194 2.25652
H -4.63482 3.52938 1.30806
H -4.65501 3.45803 3.09191
H -5.66348 1.61022 2.54432
H -6.39542 -0.75371 2.37061
H -4.75722 -2.57314 1.89828
F -0.65819 -2.75727 -4.69992
C 0.31636 -2.43163 -3.78111
F 1.53591 -2.48947 -4.41442
S -0.03764 -0.83956 -2.99927
N 1.63489 -0.13389 -3.23935
C 2.57510 0.02073 -4.30295
O 2.38719 -0.11884 -5.49755
C 3.82591 0.48426 -3.62774
C 3.51346 0.76622 -2.30757
C 4.44374 1.21057 -1.38384
C 5.76370 1.36499 -1.81775
C 6.09359 1.13198 -3.16568
C 5.11908 0.70143 -4.09331
C 2.06232 0.54251 -2.10085
O 1.34651 0.91882 -1.18584
H 0.32041 -3.14733 -2.94266
H 4.12357 1.41435 -0.36190
H 6.54136 1.67666 -1.11470
H 7.12685 1.28273 -3.48455
H 5.36117 0.53727 -5.14185


No. 3
54
Properties=species:S:1:pos:R:3 method="wB97M-V/def2-TZVPD" energy_ha=-2634.0963 charge=+1 homo_energy_ev="-10.4 / -11.6" s_squared=8.815 e_above_lowest_ev=0.159 multiplicity=6
Ru 0.26374 0.62830 -0.05204
N -0.74679 1.73753 -4.09335
C -0.68344 1.47054 -2.78608
S 0.51558 0.25590 -2.27757
N -1.50298 2.06191 -1.97014
N -1.35734 1.66249 -0.68215
C -2.07976 2.18975 0.25749
C -3.00295 3.31930 0.04255
C -2.77998 4.50012 0.74939
C -3.62153 5.58453 0.56042
C -4.69490 5.48474 -0.31392
C -4.91998 4.30643 -1.01221
C -4.06968 3.22597 -0.84685
C -1.92767 1.59269 1.60426
C -2.75687 1.91756 2.66370
C -2.58472 1.26082 3.87548
C -1.60054 0.29684 4.00122
C -0.81151 0.01382 2.89768
N -0.97968 0.64418 1.74142
H -0.06426 1.35830 -4.72381
H -1.37791 2.45059 -4.41912
H -1.93547 4.57332 1.42428
H -3.43854 6.50655 1.09523
H -5.35631 6.32940 -0.45321
H -5.75754 4.23304 -1.69278
H -4.23026 2.31164 -1.40145
H -3.52589 2.66540 2.53970
H -3.22295 1.50363 4.71428
H -1.43913 -0.23038 4.93000
H -0.02072 -0.72534 2.93394
C 3.83650 -3.38547 -2.65154
Te 2.82181 -1.51065 -0.49655
C 1.45931 -3.08333 -1.03553
C 2.22240 -4.37138 -1.07276
C 1.83222 -5.44094 -0.29096
C 2.60222 -6.59949 -0.22974
C 3.80515 -6.67432 -0.93056
C 4.21991 -5.61527 -1.70339
C 3.42907 -4.44596 -1.82818
H 4.82364 -3.37437 -3.09081
H 3.12670 -2.65375 -3.02026
H 0.99672 -2.79749 -1.98260
H 0.70019 -3.07642 -0.25497
H 0.92074 -5.37202 0.29045
H 2.27444 -7.43102 0.37864
H 4.41426 -7.56556 -0.86621
H 5.15052 -5.67137 -2.25385
F 3.14287 0.20268 3.81129
Te 3.08624 1.02022 2.06498
F 4.30508 -0.37331 1.72164
F 3.47997 1.31144 0.18281
F 4.47316 2.14278 2.54270
F 0.96970 2.36215 0.66441
O 1.61714 -0.72672 0.74464


No. 4
49
Properties=species:S:1:pos:R:3 method="wB97M-V/def2-TZVPD" energy_ha=-1795.4477 homo_energy_ev=-8.1 e_above_lowest_ev=0.025
O 0.55536 2.75140 -0.10943
C 0.40976 1.58215 -0.39431
C -0.54506 1.12021 -1.50792
N -1.71128 0.45179 -0.94808
C -1.65469 -0.87527 -0.70895
O -0.63978 -1.52465 -0.90092
C -2.94279 -1.54041 -0.23897
C -2.77073 -2.06126 1.18557
S -4.04823 -3.34599 1.41222
C -4.17039 -3.67906 -0.32365
O -4.89403 -4.50898 -0.78588
C -3.23380 -2.77338 -1.08789
C -2.75395 1.30317 -0.49522
C -3.58483 1.93612 -1.41142
C -4.57840 2.79124 -0.96711
C -4.75356 3.02366 0.38598
C -3.91017 2.39041 1.28158
F -4.06651 2.60810 2.59809
C -2.90648 1.53534 0.86565
N 1.00525 0.55790 0.23698
C 1.98207 0.75183 1.29116
C 3.37072 0.42208 0.80573
C 3.97615 1.24992 -0.12848
C 5.24268 0.98030 -0.63853
C 5.87489 -0.14762 -0.17419
C 5.27105 -0.98652 0.76382
C 4.01934 -0.72710 1.26451
O 6.11233 -2.02773 1.05091
C 7.26825 -1.81816 0.26814
O 7.10973 -0.64282 -0.49720
H -0.87618 1.99553 -2.06808
H -0.03167 0.41682 -2.16812
H -3.78385 -0.84416 -0.28632
H -2.91929 -1.29615 1.94399
H -1.79231 -2.52692 1.31396
H -3.66966 -2.53288 -2.05782
H -2.30208 -3.32470 -1.25749
H -3.45247 1.75160 -2.46640
H -5.22315 3.27956 -1.68080
H -5.52169 3.68601 0.75075
H -2.24868 1.07560 1.58607
H 0.86197 -0.38248 -0.11185
H 1.71661 0.12277 2.14527
H 1.91886 1.80455 1.58015
H 3.44836 2.12915 -0.46480
H 5.71232 1.62553 -1.36127
H 3.56474 -1.38405 1.98743
H 7.41962 -2.67834 -0.40351
H 8.14565 -1.71410 0.92662


No. 5
49
Properties=species:S:1:pos:R:3 method="wB97M-V/def2-TZVPD" energy_ha=-1390.4591 homo_energy_ev=-8.2 e_above_lowest_ev=0.000
C -2.99244 -1.51165 5.32558
O -4.25865 -1.29207 4.67079
C -4.24775 -1.02301 3.31542
C -5.46905 -0.73763 2.74588
C -5.56731 -0.34279 1.41675
C -4.40518 -0.29848 0.66214
C -3.15610 -0.50923 1.30206
C -1.88687 -0.14259 0.54242
N -0.70089 -0.81501 0.86119
C 0.39914 -0.53184 0.26617
N 1.48439 -1.32681 0.50631
C 1.62832 -2.43182 1.34198
C 0.80395 -2.75690 2.42441
C 1.06153 -3.88654 3.21594
N 2.14134 -4.61212 3.05231
C 2.95118 -4.31589 2.01560
C 2.75492 -3.24521 1.11615
F 3.56312 -3.03456 0.07324
C 0.48374 0.55655 -0.67585
C 1.46611 1.15403 -1.44561
C 0.80373 2.22885 -2.16797
C 1.42725 3.11386 -3.11961
C 2.78166 3.16978 -3.46204
C 3.36931 4.09065 -4.46677
C 3.96738 3.26872 -5.57010
O 3.00066 2.33911 -6.07633
C -0.52633 2.22117 -1.82619
N -0.72319 1.21495 -0.89997
N -1.90054 0.87183 -0.30859
N -3.12322 -0.91164 2.62479
H -3.08678 -1.46613 6.42404
H -2.25561 -0.74653 5.05084
H -2.62272 -2.49487 5.05028
H -6.38011 -0.88173 3.30280
H -6.47135 -0.13897 0.87627
H -4.46599 0.00574 -0.39981
H 2.21938 -1.16794 -0.15506
H -0.07145 -2.21366 2.69589
H 0.38338 -4.15326 4.01688
H 3.82935 -4.98551 1.88737
H 2.50124 0.82463 -1.45510
H 0.77134 3.76000 -3.69743
H 3.40056 2.40739 -2.99585
H 4.15183 4.71553 -4.04002
H 2.55074 4.73004 -4.87919
H 4.81659 2.68499 -5.22562
H 4.29551 3.89801 -6.40103
H 2.60339 1.87698 -5.30162
H -1.29947 2.84164 -2.21374


No. 6
47
Properties=species:S:1:pos:R:3 method="wB97M-V/def2-TZVPD" energy_ha=-1599.6700 homo_energy_ev=-9.1 e_above_lowest_ev=6.815
C -4.94975 -1.74209 -6.24796
C -3.56390 -1.58958 -5.70365
C -3.16036 -2.53597 -4.47642
O -1.87761 -3.23836 -4.64141
C -2.85735 -1.59234 -3.35685
C -3.92804 -0.99749 -2.75010
C -3.83674 -0.51714 -1.46176
C -2.51169 -0.33740 -0.97761
C -1.47659 -0.84005 -1.71517
N -0.21530 -0.92211 -1.40675
S 0.52821 0.53517 -1.35679
O -0.28376 1.68233 -1.39560
O 1.59464 0.55307 -2.34623
C 1.37309 0.59597 0.31986
C 2.73174 0.83105 0.37376
C 3.33960 0.75728 1.62511
C 2.62069 0.80868 2.85438
C 3.16363 1.05026 4.15060
C 4.53976 1.15930 4.37049
C 5.08844 1.82525 5.54460
C 4.26616 2.20382 6.55911
C 4.79007 2.74565 7.74709
N 5.18320 3.13472 8.76155
C 2.83784 1.94549 6.42104
C 2.36231 1.36436 5.28678
C 1.26096 0.72601 2.68215
C 0.65390 0.64409 1.48531
N -1.62436 -1.42168 -2.88135
H -5.32103 -1.00272 -6.91568
H -5.63102 -1.85576 -5.41725
H -4.99103 -2.77593 -6.82547
H -2.83386 -1.88468 -6.50229
H -3.35309 -0.56236 -5.47950
H -3.99053 -3.22925 -4.45410
H -1.34096 -2.78890 -3.97758
H -4.88895 -1.11037 -3.18949
H -4.50127 -0.02863 -0.69760
H -2.25140 0.08914 -0.01834
H 0.21806 -1.46829 -2.12351
H 3.37040 0.76556 -0.48182
H 4.40566 0.78386 1.88489
H 5.20438 1.00907 3.55347
H 6.12326 1.91194 5.56403
H 2.27368 2.32375 7.29734
H 1.30030 1.39502 5.40755
H 0.59087 0.89028 3.55243
H -0.43222 0.71000 1.35875


No. 7
47
Properties=species:S:1:pos:R:3 method="wB97M-V/def2-TZVPD" energy_ha=-1276.8400 homo_energy_ev=-8.0 e_above_lowest_ev=2.628
C -4.89404 2.66633 1.81614
O -3.72782 3.45599 1.72504
C -2.70007 2.99082 0.98312
C -1.47477 3.64397 1.14841
C -0.34906 3.19550 0.49916
C -0.41682 2.09534 -0.36012
C 0.77679 1.49099 -0.90072
N 0.76585 0.56909 -1.78390
O 2.02952 0.04083 -1.95409
C 2.86764 0.49363 -0.88416
C 2.93386 -0.61549 0.19679
N 1.61314 -0.91286 0.68085
N 1.05457 -0.13348 1.59635
C -0.23289 -0.48138 1.65055
C -1.15974 0.23659 2.53800
O -2.34647 0.04337 2.57865
O -0.56533 1.16615 3.30322
C -0.49856 -1.50973 0.73336
C 0.71334 -1.76514 0.12272
C 1.04562 -2.74150 -0.91130
C 0.32964 -2.74435 -2.10387
C 0.62881 -3.66708 -3.08839
C 1.63470 -4.59820 -2.88951
C 2.34116 -4.60798 -1.69864
C 2.05051 -3.68409 -0.71155
C 2.17285 1.75145 -0.36254
C -1.65775 1.49470 -0.57968
C -2.78410 1.92618 0.08522
H -4.64710 1.64457 2.11750
H -5.50800 3.13656 2.58250
H -5.44573 2.65333 0.87057
H -1.43032 4.48110 1.82663
H 0.59321 3.69621 0.66476
H 3.86539 0.66144 -1.29413
H 3.36215 -1.51448 -0.24790
H 3.54721 -0.27492 1.03348
H 0.38571 1.18056 3.10916
H -1.43627 -1.99403 0.56340
H -0.43823 -2.00278 -2.25821
H 0.07652 -3.65863 -4.01608
H 1.86736 -5.31799 -3.66018
H 3.11996 -5.33872 -1.53598
H 2.58763 -3.71003 0.22717
H 2.19760 1.82213 0.72230
H 2.58090 2.66493 -0.80025
H -1.71017 0.65667 -1.25643
H -3.71835 1.41448 -0.07744


No. 8
50
Properties=species:S:1:pos:R:3 method="wB97M-V/def2-TZVPD" energy_ha=-1784.5828 homo_energy_ev=-7.9 e_above_lowest_ev=2.742
C -6.14137 -1.31245 -0.24368
C -4.75808 -0.97488 0.27897
O -4.11081 -1.72555 0.97159
N -4.34332 0.26004 -0.12786
C -3.14298 0.92466 0.14866
C -2.18878 0.42816 1.03298
C -1.02601 1.13610 1.25858
C -0.78647 2.34464 0.60536
N 0.44086 2.97677 0.83998
C 1.05669 3.89848 0.05958
O 0.54278 4.52656 -0.83886
C 2.53910 4.04358 0.39310
S 3.45248 2.73064 -0.49481
C 3.03575 1.37334 0.50603
N 2.60008 1.43405 1.74124
N 2.35678 0.18456 2.15337
C 2.64867 -0.63587 1.17382
C 2.48788 -2.05507 1.24009
C 1.95152 -2.81826 2.24816
C 2.01052 -4.15274 1.79731
C 2.57492 -4.10806 0.55791
O 2.86869 -2.84702 0.21080
N 3.10080 0.07797 0.08719
C 3.33587 -0.39380 -1.25116
C 2.06270 -0.94540 -1.81666
C 0.76185 -0.59907 -1.59557
C -0.01663 -1.49622 -2.36742
C 0.86875 -2.31323 -2.99581
O 2.13141 -1.98922 -2.66591
C -1.74385 2.84789 -0.26983
C -2.90817 2.14043 -0.49026
H -6.42274 -2.30046 0.10818
H -6.14651 -1.30584 -1.33183
H -6.86638 -0.58520 0.11609
H -4.97132 0.77422 -0.73056
H -2.35844 -0.51076 1.53158
H -0.28645 0.74232 1.94183
H 1.01717 2.52150 1.54827
H 2.92183 4.97942 -0.01016
H 2.76162 3.94429 1.45319
H 1.57088 -2.44970 3.17688
H 1.67753 -5.02479 2.32065
H 2.81227 -4.87532 -0.15214
H 3.69901 0.45520 -1.84197
H 4.09966 -1.17720 -1.25021
H 0.39133 0.18530 -0.96648
H -1.08443 -1.52161 -2.43054
H 0.73652 -3.12986 -3.67703
H -1.56647 3.77937 -0.78005
H -3.64669 2.53811 -1.17257